Entry 1:
The molecule C2H2FNO2 at a distorted geometry. Source: OMol25; level of theory: ωB97M-V/def2-TZVPD.

The calculation puts the LUMO energy at 0.8 eV. The highest occupied orbital energy is -11.26 eV. The SMILES is C=NOC(=O)F. As for the energy above the lowest of the compared OMol25 structures with the same formula, charge and spin: 269.5 kJ/mol.

Element x y z (Å)
C1 0.380432 -1.111788 -0.763674
N1 -0.013587 -1.085559 0.350675
O1 0.286716 0.118205 1.112365
C2 -0.347140 1.173817 0.751271
O2 -0.315863 2.206979 1.264383
F1 -1.147639 0.890938 -0.287439
H1 0.253185 -2.010826 -1.294374
H2 0.903896 -0.181766 -1.133207

Forces on atoms 1 to 6 (eV/Å):
3.515 2.796 -5.120
-2.569 -1.129 7.186
1.477 -2.124 -0.134
-1.485 -0.668 -1.191
0.214 2.521 1.058
-0.640 0.769 -0.522

=====

Entry 2:
The molecule C2H2FNO2 at a distorted geometry. Source: OMol25; level of theory: ωB97M-V/def2-TZVPD.

The calculation puts the LUMO energy (spin up / spin down) at -1.2 / -1.2 eV. The highest occupied orbital energy (spin up / spin down) is -10.24 / -10.24 eV. The SMILES is O=[N+]([O-])/C=C/F. As for the energy above the lowest of the compared OMol25 structures with the same formula, charge and spin: 529.4 kJ/mol.

Element x y z (Å)
O1 0.484329 1.112995 -1.416978
N1 1.060103 0.548325 -0.507835
O2 2.235271 0.687865 -0.224140
C1 0.340807 -0.332329 0.300808
C2 -1.251465 -0.311965 0.241896
F1 -1.929808 -1.087336 1.030095
H1 0.836102 -0.911261 1.054393
H2 -1.775340 0.293706 -0.478240

Forces on atoms 1 to 6 (eV/Å):
-0.197 0.302 -0.391
0.250 0.276 -0.142
0.327 0.050 -0.067
-8.691 -0.681 0.657
8.422 -0.014 -0.152
-0.102 -0.001 0.076

=====

Entry 3:
A cluster of 2 separate species, C2H2FNO2 in total at a distorted geometry. Source: OMol25; level of theory: ωB97M-V/def2-TZVPD.

The calculation puts the LUMO energy (spin up / spin down) at -0.9 / -0.9 eV. The highest occupied orbital energy (spin up / spin down) is -10.49 / -10.49 eV. As for the energy above the lowest of the compared OMol25 structures with the same formula, charge and spin: 636.5 kJ/mol.

Element x y z (Å)
C1 0.667658 0.761623 0.786745
C2 0.544817 0.136178 -0.470749
N1 0.561676 1.297078 1.773120
O1 0.619691 -1.204988 -0.603137
O2 -1.417812 0.482792 -0.340944
F1 -1.955382 -0.668835 0.054883
H1 0.904204 0.714893 -1.370252
H2 0.075148 -1.518741 0.170335

Forces on atoms 1 to 6 (eV/Å):
0.180 -0.888 -1.342
-2.239 -0.457 -2.143
0.203 1.347 2.632
-0.823 1.334 1.433
3.396 2.661 -1.649
-0.738 -2.840 0.872

=====

Entry 4:
A structure of composition C2H2FNdO2 at a distorted geometry. Source: OMol25; level of theory: ωB97M-V/def2-TZVPD.

The calculation puts the LUMO energy (spin up / spin down) at -6.0 / -5.8 eV. The highest occupied orbital energy (spin up / spin down) is -13.02 / -15.29 eV. As for the energy above the lowest of the compared OMol25 structures with the same formula, charge and spin: 0.0 kJ/mol. As for the spin multiplicity: 5. Its total charge is +1.

Element x y z (Å)
Nd1 1.419185 -1.430781 -0.208037
F1 3.418845 -1.948179 -0.751931
O1 0.404637 0.113916 1.264432
C1 -0.575390 0.787454 0.797685
C2 -1.085299 0.458417 -0.488638
O2 -0.511152 -0.459643 -1.165934
H1 -1.069577 1.546282 1.418292
H2 -2.001248 0.932534 -0.865870

Forces on atoms 1 to 6 (eV/Å):
0.851 0.198 -0.068
-2.168 0.732 0.512
0.938 -0.646 -0.707
-0.805 0.157 -0.025
-0.433 0.351 0.355
0.997 -0.527 0.103

=====

Entry 5:
A structure of composition C2H2FO2Sn at a distorted geometry. Source: OMol25; level of theory: ωB97M-V/def2-TZVPD.

The calculation puts the LUMO energy at -6.2 eV. The highest occupied orbital energy is -15.20 eV. As for the energy above the lowest of the compared OMol25 structures with the same formula, charge and spin: 0.0 kJ/mol. Its total charge is +1.

Element x y z (Å)
H1 0.454215 1.242530 1.212393
O1 0.980553 -0.771544 0.039893
C1 0.778649 0.479864 0.121206
C2 -0.668709 0.927816 0.262437
O2 -1.525772 -0.024777 0.297964
F1 1.435254 1.270447 -0.778855
H2 -0.929703 1.872306 -0.247356
Sn1 -0.674331 -1.703198 -0.063658

Forces on atoms 1 to 6 (eV/Å):
0.755 -0.590 0.486
3.297 0.824 1.290
-4.211 4.113 -2.599
2.859 -0.611 -3.593
-1.285 2.977 1.956
0.288 -0.534 1.845

=====

Entry 6:
A cluster of 3 separate species, C2H2FO4 in total at a distorted geometry. Source: OMol25; level of theory: ωB97M-V/def2-TZVPD.

The calculation puts the LUMO energy at 3.9 eV. The highest occupied orbital energy is -5.15 eV. As for the energy above the lowest of the compared OMol25 structures with the same formula, charge and spin: 58.2 kJ/mol. Its total charge is -1.

Element x y z (Å)
C1 0.291724 0.048152 -0.012635
C2 2.905563 -0.341830 0.110210
O1 -0.967707 0.082953 0.045083
O2 0.808330 1.236829 -0.383002
O3 3.495404 -1.311168 -0.142617
O4 0.972241 -0.976182 0.237426
F1 -2.740555 -1.681456 -0.230760
H1 1.800496 1.187351 -0.319376
H2 -2.123742 -0.956330 -0.140720

Forces on atoms 1 to 6 (eV/Å):
-3.058 -0.841 0.311
1.761 -2.076 -0.575
0.382 0.240 -0.141
1.836 0.554 -0.098
-0.814 1.716 0.553
0.772 0.700 -0.180

=====

Entry 7:
The molecule C2H2FP at a distorted geometry. Source: OMol25; level of theory: ωB97M-V/def2-TZVPD.

The calculation puts the LUMO energy (spin up / spin down) at -1.3 / -1.3 eV. The highest occupied orbital energy (spin up / spin down) is -8.58 / -7.99 eV. As for the energy above the lowest of the compared OMol25 structures with the same formula, charge and spin: 237.6 kJ/mol.

Element x y z (Å)
C1 0.003941 0.657239 0.006852
C2 -0.184449 -0.652846 0.083682
F1 -0.581840 -1.402600 1.223179
P1 0.793613 1.260986 -1.400113
H1 -0.100152 1.451978 0.737226
H2 0.068887 -1.314757 -0.650827

Cartesian forces, eV/Å:
0.294 0.802 0.283
-1.047 -0.736 3.773
0.463 1.759 -1.671
0.398 0.389 -1.059
-0.541 -0.597 0.610
0.434 -1.616 -1.936

=====

Entry 8:
A structure of composition C2H2FeO2 at a distorted geometry. Source: OMol25; level of theory: ωB97M-V/def2-TZVPD.

The calculation puts the LUMO energy (spin up / spin down) at -6.3 / -7.2 eV. The highest occupied orbital energy (spin up / spin down) is -15.44 / -15.99 eV. As for the energy above the lowest of the compared OMol25 structures with the same formula, charge and spin: 200.9 kJ/mol. As for the spin multiplicity: 6. Its total charge is +1.

Element x y z (Å)
H1 -0.374979 0.387265 -2.020656
O1 -1.365699 0.167770 0.015421
C1 -0.549675 0.826579 -0.883325
C2 0.907847 0.513997 -0.882672
O2 1.279396 -0.320904 0.037229
H2 -0.677306 1.926811 -0.946493
Fe1 -0.222601 -0.697285 1.159231

Forces on atoms 1 to 6 (eV/Å):
-1.956 0.540 1.396
1.263 0.210 -0.573
0.502 0.561 -2.708
0.896 -2.741 5.622
0.476 2.418 -3.951
-0.254 -0.676 -0.384

=====

Entry 9:
A structure of composition C2H2HoLiO2 at a distorted geometry. Source: OMol25; level of theory: ωB97M-V/def2-TZVPD.

The calculation puts the LUMO energy (spin up / spin down) at -3.6 / -4.5 eV. The highest occupied orbital energy (spin up / spin down) is -10.43 / -13.19 eV. As for the spin multiplicity: 6. Its total charge is +1.

Element x y z (Å)
O1 -0.272111 1.636749 0.349465
C1 0.678719 0.965527 0.497699
C2 1.696136 0.140008 0.527297
O2 -2.299487 -1.138072 -0.686975
Li1 -1.208753 -2.243646 -1.365118
Ho1 -2.885602 0.921456 -0.459651
H1 1.881028 -0.436327 1.434018
H2 2.410067 0.154305 -0.296738

Forces on atoms 1 to 6 (eV/Å):
-0.431 0.017 0.190
0.444 -0.808 -0.669
-0.330 0.439 0.344
-1.049 4.825 0.365
-0.187 -0.061 0.101
1.798 -4.637 -0.307

=====

Entry 10:
The molecule C2H2I2OS at a distorted geometry. Source: OMol25; level of theory: ωB97M-V/def2-TZVPD.

The calculation puts the LUMO energy at -0.7 eV. The highest occupied orbital energy is -9.34 eV. As for the energy above the lowest of the compared OMol25 structures with the same formula, charge and spin: 0.0 kJ/mol.

Element x y z (Å)
C1 -0.597363 0.294287 -0.007187
C2 0.822540 0.901934 0.140051
O1 -0.726472 -0.888295 -0.011840
S1 1.984218 -0.383605 0.489274
I1 0.714788 2.505371 1.594490
I2 1.246502 1.989059 -1.742845
H1 -1.299806 1.047799 0.178655
H2 1.114422 -1.295787 0.606603

Forces on atoms 1 to 6 (eV/Å):
2.700 -0.361 1.148
-0.075 0.325 -0.706
-1.186 -0.280 -0.517
2.485 1.927 -0.108
-0.063 -0.388 0.178
-0.177 -0.556 0.248

=====

Entry 11:
A cluster of 2 separate species, C2H2I2S2 in total at a distorted geometry. Source: OMol25; level of theory: ωB97M-V/def2-TZVPD.

The calculation puts the LUMO energy at -0.9 eV. The highest occupied orbital energy is -8.73 eV. The SMILES is SC#CI.SI. As for the energy above the lowest of the compared OMol25 structures with the same formula, charge and spin: 149.2 kJ/mol.

Element x y z (Å)
S1 -1.229079 2.059006 1.011107
C1 0.365581 1.690238 0.467725
C2 1.559601 1.754250 0.242821
I1 3.440766 1.361987 -0.335102
H1 -1.568197 0.971239 0.424887
S2 -0.208755 -2.228586 -1.147674
I2 -0.941522 -3.221872 0.890810
H2 -1.418392 -2.386264 -1.554576

Forces on atoms 1 to 6 (eV/Å):
1.440 0.654 0.118
0.808 1.351 0.578
-0.560 -0.747 -0.248
-0.336 0.202 0.168
-1.346 -1.518 -0.627
1.150 0.068 0.774

=====

Entry 12:
A cluster of 2 separate species, C2H2IN4 in total at a distorted geometry. Source: OMol25; level of theory: ωB97M-V/def2-TZVPD.

The calculation puts the LUMO energy at 2.8 eV. The highest occupied orbital energy is -5.23 eV. As for the energy above the lowest of the compared OMol25 structures with the same formula, charge and spin: 236.0 kJ/mol. Its total charge is -1.

Element x y z (Å)
C1 0.058342 0.357590 -0.418309
C2 -0.345053 -1.007687 1.344979
N1 0.924389 0.051131 -1.370370
N2 -0.767413 1.392803 -0.633562
N3 0.626796 1.027627 -2.253212
N4 -0.358992 1.769639 -1.864569
I1 1.523954 -1.462985 2.275780
H1 -0.887116 -1.790830 1.001680
H2 -0.774907 -0.337288 1.917584

Forces on atoms 1 to 6 (eV/Å):
-1.280 -2.216 2.883
4.972 2.150 -4.422
-0.910 0.707 0.873
0.684 -1.370 0.106
0.648 -0.244 -1.412
0.035 0.469 0.536